1.
Molecular formula: C7H8ClNO3
Method: DFT, ωB97M-V with the def2-TZVPD basis set

The geometry in ORCA input format:
```
! wB97M-V def2-TZVPD RIJCOSX def2/J DEFGRID3
* xyz 0 1
O -2.22175 -2.40811 1.03170
H -0.94402 3.08285 0.29889
N -2.36197 -1.30923 0.50965
O 0.42173 -0.87053 -0.58629
H 1.20992 2.79989 1.09141
C 1.60361 0.80647 0.76692
C 0.74323 1.98634 0.72147
Cl 2.63712 -1.62054 0.43265
H 0.23980 -2.67090 0.17934
H -0.71788 -0.66812 1.56076
H 2.54441 0.89784 1.26792
H -2.39763 1.23303 -0.30740
C 1.43251 -0.45325 0.20496
H -0.77078 -2.18002 -1.17184
C -1.42599 -0.24589 0.79168
H 1.03369 -2.67023 -1.52438
C 0.19582 -2.22753 -0.80380
C -0.60647 2.04328 0.47413
C -1.50531 0.96717 0.27154
O -3.23080 -1.02824 -0.27633
*
```

Results
**Energy relative to the best compared isomer or geometry (same formula, charge and spin)**: 11.2 kcal per mole
**Structure (SMILES)**: CO\C(Cl)=C/C=C\C=C\[N+](=O)[O-]
**LUMO**: -0.8 eV
**E_tot**: -27537.7706 eV
**Orbital gap**: 7.5969 eV

2.
Molecular formula: C11H21NO2
Method: DFT, ωB97M-V with the def2-TZVPD basis set

The geometry in ORCA input format:
```
! wB97M-V def2-TZVPD RIJCOSX def2/J DEFGRID3
* xyz 0 1
C 2.11585 -1.89702 2.11205
H -0.15159 -2.21400 0.14117
H 2.23834 -3.16655 -2.34404
C -0.15286 -2.68726 -2.53079
H -0.91224 -0.89801 -0.63151
H 0.94130 -0.82760 -2.37125
O 3.27655 -0.32584 0.84426
H -0.94838 2.19991 1.76180
C 0.77077 -1.72304 -1.78671
H -2.68074 3.78447 2.65829
H 0.21176 -2.84338 -3.55902
C 2.16983 -0.77636 1.08263
O -0.03539 3.05755 -0.82329
H 1.89461 -2.85916 1.66291
H 1.97574 -3.12677 -0.61567
H -0.93104 1.15582 -1.06318
H -0.65472 3.68321 -0.42703
H -1.15947 -2.24737 -2.59848
H -0.20162 -3.64331 -2.04494
C -1.48211 2.05266 0.83850
H -3.97195 2.82414 1.82961
H 1.25409 -1.63165 2.76091
C -3.21101 3.61274 1.69178
H 2.86800 -1.83613 -1.32350
N -2.28029 3.24643 0.61629
H -3.70762 4.51459 1.45663
C 0.72384 1.02898 0.29437
C 0.09589 -1.31505 -0.44626
C 2.03267 -2.52624 -1.49266
C -0.44494 1.76269 -0.30435
H -2.15034 1.19521 0.93753
H -2.84822 3.12815 -0.22956
H 2.99427 -2.04704 2.70852
H 1.35848 1.68840 0.90385
C 1.00252 -0.34315 0.29113
*
```

Results
**Energy relative to the best compared isomer or geometry (same formula, charge and spin)**: 49.5 kcal per mole
**Structure (SMILES)**: CNC[C@@H](O)/C=C(\CC(C)C)C(C)=O
**LUMO**: 0.7 eV
**E_tot**: -17331.2971 eV
**Orbital gap**: 9.7914 eV

3.
Molecular formula: C13H17O3ReS3
Method: DFT, ωB97M-V with the def2-TZVPD basis set

The geometry in ORCA input format:
```
! wB97M-V def2-TZVPD RIJCOSX def2/J DEFGRID3
* xyz 3 2
H -0.94059 -1.65495 4.20505
H 1.34854 -4.12464 0.66619
O -0.84183 -0.12216 2.15259
C 0.34357 -1.10252 -2.98605
C -0.22749 2.00279 5.21638
C 2.82419 -2.10873 -0.97290
H -1.01461 -4.02206 -0.27796
C -0.73678 -0.62452 4.47070
O 0.60568 1.57290 0.83739
H 0.26903 -3.13320 1.63569
H 3.36275 -1.05904 -2.78912
S 1.89494 -1.79798 0.58844
C -0.30777 1.03046 6.18699
H 2.31486 -2.90646 -1.51021
C 0.74689 -3.21346 0.65883
H -0.04847 3.03634 5.48755
H -0.66079 -1.05018 6.56743
H -1.66072 -0.64055 2.14224
H 0.89152 -2.04180 -3.03659
S 1.38905 0.06175 -2.00600
H -0.17964 1.29479 7.22760
C -0.26617 -3.25436 -0.47694
H -1.57533 -2.07376 -3.00132
C -0.63978 0.31910 3.47815
H -1.67029 -0.37588 -2.56209
C -0.40291 1.66337 3.84904
H 0.19335 -3.49084 -1.43518
C -0.43536 2.81629 3.06151
H 0.30102 -0.68915 -3.99476
H 3.61476 -0.11370 -1.32388
O -0.50613 3.84765 2.63198
H 3.80833 -2.47350 -0.67794
Re 0.44719 0.06659 0.14273
C -0.57631 -0.27834 5.81310
S -1.18331 -1.67286 -0.66881
C -1.06665 -1.27826 -2.45320
C 2.95851 -0.84612 -1.79767
*
```

Results
**Energy relative to the best compared isomer or geometry (same formula, charge and spin)**: 0.0 kcal per mole
**LUMO (alpha / beta)**: -11.4 / -11.6 eV
**E_tot**: -54505.9560 eV
**Orbital gap (alpha / beta)**: 7.8963 / 7.8298 eV

4.
Molecular formula: C20H33N3O2
Method: DFT, ωB97M-V with the def2-TZVPD basis set

The geometry in ORCA input format:
```
! wB97M-V def2-TZVPD RIJCOSX def2/J DEFGRID3
* xyz 0 1
H 2.03504 -2.72095 1.25560
H -0.40743 2.53275 2.14155
C -0.31060 1.73379 3.02215
H -0.50384 -2.70618 -2.32028
C -4.45507 1.19806 4.47275
H 0.31589 -1.25244 -5.46783
C -0.31405 1.71911 -4.15385
C -2.76905 2.50600 3.04818
C 0.81431 1.96410 -2.16291
H 0.60658 -3.49844 -3.50581
H 0.13736 2.24796 3.88516
N 1.90401 -1.78513 -1.20905
H -2.43276 3.17179 2.37103
N 0.25769 0.45020 2.73489
H 1.62786 1.49170 -1.44014
N 0.40344 1.07117 -3.21344
H -1.28158 2.18005 -4.03334
C 2.08369 -1.13147 -0.22636
H 3.47267 -0.65257 2.09559
C -0.33025 -0.43924 1.53076
H -3.38149 -0.27995 5.40455
O 2.89308 0.06584 -0.37350
H -0.39275 -0.12016 4.17980
H -0.53719 1.12429 -5.16494
H -0.18656 -2.07665 0.38869
H -1.17000 -0.45039 -3.43098
C 2.01957 -1.60586 -2.46067
C 1.30226 -1.38627 -4.85844
H 1.74562 -0.52399 -5.08342
H 1.22572 2.74593 -2.62704
H -0.06414 0.29751 0.62363
H 1.53053 -2.11674 -5.29202
H 1.27289 -2.81548 -0.83634
C 2.41210 -0.95082 2.44543
H 0.04570 2.59939 -4.73106
C 1.58680 0.64542 2.41360
C 0.67340 -1.41806 -3.41842
C -1.85201 1.60544 3.38334
C -3.87854 2.30414 3.72779
O -1.00272 -0.44756 4.65703
H 2.16680 -1.32183 3.28066
H 1.91343 1.05678 1.56440
C -0.17191 -2.82544 -3.28804
C -2.04615 0.49272 4.32757
H 2.49003 -0.39233 -2.53797
H -5.32751 1.27519 4.74310
H -0.26024 -0.40132 -1.92726
H -0.04430 2.22775 -1.72531
H -1.54012 -0.00025 1.63928
C -3.22749 0.61632 4.83855
H -4.83960 3.18259 3.20142
H -0.11137 -2.20210 2.26840
H -1.00969 -2.60849 -4.02057
H 2.18756 0.92849 3.43631
C 1.81643 -1.63591 1.22982
C -0.08444 -0.05367 -3.09976
H 2.65858 -2.13032 -3.00871
C 0.33382 -1.48448 1.30642
*
```

Results
**Energy relative to the best compared isomer or geometry (same formula, charge and spin)**: 569.2 kcal per mole
**LUMO**: 0.2 eV
**E_tot**: -29818.6535 eV
**Orbital gap**: 8.4627 eV

5.
Molecular formula: C42H31IrN7O5PSSe
Method: DFT, ωB97M-V with the def2-TZVPD basis set

The geometry in ORCA input format:
```
! wB97M-V def2-TZVPD RIJCOSX def2/J DEFGRID3
* xyz 1 2
C 2.40341 1.42839 6.11400
C 0.01332 -0.03982 2.88915
C 0.32329 -5.00513 0.12795
C -3.35400 1.63124 -2.76995
C 3.52841 0.13089 -0.77942
O -1.08861 -0.51068 2.99487
C 0.55435 -2.38310 -0.80970
C -1.75870 3.37659 -3.09707
P 0.86347 -0.66265 -1.35319
N -1.54442 2.08114 1.18777
H 5.53836 0.63974 -0.30120
H -1.42856 2.10567 3.91539
C 3.21692 -1.68385 -2.31719
C 0.87239 0.44749 3.99926
C 4.58550 -1.83581 -2.42257
C -1.04144 -1.09433 -3.34130
Se -6.75429 0.09624 -3.98959
C 0.21259 -3.41813 -1.67991
C 2.22659 0.07855 4.10349
H 6.50305 -1.12904 -1.75981
H 2.56305 -2.34038 -2.87872
C -2.95276 2.78576 -3.44359
C -4.93048 -0.27084 -2.32891
H 0.05815 -3.23057 -2.73168
C 0.37094 0.24870 -5.30794
N -5.42914 1.27963 -3.99732
C 0.27544 1.28408 4.95493
C -2.25197 -1.57800 0.61608
O 0.98276 2.35292 0.23217
Ir -0.36828 0.82777 0.12957
O 1.92067 1.97341 -1.99360
C 0.21201 -0.55425 -3.04367
H -0.17656 -5.51007 -1.89538
H 1.88681 0.54372 -3.82227
C 3.24166 1.96833 7.23685
O 3.03993 1.10174 0.05579
C 0.91773 0.11694 -4.03955
H 4.99409 -2.60195 -3.06675
C 0.82849 -2.69129 0.52348
S 2.24872 2.42019 -0.63773
C 5.43046 -1.00862 -1.68882
H -1.41936 4.28628 -3.57010
N -3.02615 3.95687 0.75357
H -3.55161 -3.22931 0.98368
H 0.92920 0.76820 -6.07529
C -2.20910 3.03440 0.96272
C -2.88558 -0.06238 -1.01064
H 0.61795 2.43733 6.71634
H 3.98983 2.66532 6.85484
N -1.33818 1.68231 -1.48235
C 0.70773 -3.98932 0.99200
N -2.40176 6.27682 0.11722
H -1.29705 -0.17836 -6.58683
H -5.22014 -2.48427 -0.74340
C 2.95846 0.56688 5.17239
H 3.77496 1.16500 7.74615
C -3.39976 -2.33496 0.39731
H 0.22769 -6.02043 0.48932
C 0.09029 -4.71797 -1.20815
C 2.88843 -0.88836 3.15641
H -2.55087 -1.39600 -4.82977
H 2.37031 -1.85130 3.15196
C -4.58923 0.91736 -3.06478
N -6.04413 -0.86153 -2.67209
C 2.66909 -0.69901 -1.49012
H -1.52834 -1.85833 1.36068
C -4.05103 -0.76583 -1.27567
H -1.59284 -1.64348 -2.58988
C -2.64822 5.19424 0.42796
H 2.90765 -0.50326 2.14048
C -4.31346 -1.92799 -0.54611
C -0.87821 -0.28276 -5.59460
H -3.59031 3.19840 -4.21403
H -1.82806 0.83174 5.05291
C -1.58398 -0.96038 -4.60945
H -0.03829 3.23863 -1.80641
C -0.97011 2.79695 -2.11010
C 1.06603 1.77316 5.98654
H -1.38574 2.43578 5.65023
C -1.17397 1.68662 4.88979
O 0.58842 0.16940 1.66668
H 2.63310 2.49538 7.96935
H 0.92264 -4.20667 2.03016
C 4.90486 -0.02386 -0.87413
H 3.99540 0.26725 5.27625
C -2.53011 1.12140 -1.77817
N -2.00236 -0.46251 -0.06277
H 1.15851 -1.91223 1.19553
H 3.91407 -1.07586 3.47045
*
```

Results
**Energy relative to the best compared isomer or geometry (same formula, charge and spin)**: 15.5 kcal per mole
**LUMO (alpha / beta)**: -3.9 / -6.1 eV
**E_tot**: -153030.5471 eV
**Orbital gap (alpha / beta)**: 7.0808 / 4.8329 eV

6.
Molecular formula: C26H21Cl2MoN4O3S2
Method: DFT, ωB97M-V with the def2-TZVPD basis set

The geometry in ORCA input format:
```
! wB97M-V def2-TZVPD RIJCOSX def2/J DEFGRID3
* xyz -1 3
C 2.42369 -2.90177 -0.28591
H -0.42446 -4.58145 0.88695
C -0.12342 3.75595 4.29727
H -3.98118 -2.52832 -0.48079
C -0.78355 2.05510 -1.47795
H -2.42636 -6.12012 -3.96012
Cl 2.82833 3.92226 5.24048
Mo 0.25753 -0.52820 -0.56507
H 4.12072 2.08773 3.51730
C -0.80026 -3.15930 -3.53239
C -2.23014 -3.72548 0.01604
H -2.94008 -5.73662 -1.57245
H 1.53678 -1.37588 -3.07068
H -0.25677 -0.16239 -5.19252
H -1.08012 -4.45459 -5.20044
C -1.08446 -2.99860 -2.16681
Cl 3.74596 0.27448 1.41973
C 1.24856 1.17666 1.96116
C 2.58462 1.22700 2.27101
H -2.82490 2.78908 2.52322
N -0.96048 2.01143 2.28638
C -2.33532 -5.02249 -2.11895
C -0.03744 -2.15959 -4.38132
C 0.34307 2.04606 2.66225
C -0.35312 4.34271 -2.20548
H -1.42676 -3.65416 2.01013
H -0.02701 -2.60150 -5.38412
C -3.15066 -2.52149 0.22597
H -0.84222 -0.30351 -3.54437
C -0.77537 -0.82444 -4.49622
C 0.81719 2.90437 3.67070
H -2.61282 -1.58199 0.09270
O 0.76422 0.40127 1.02660
S 0.86129 1.58085 -1.69380
H -2.16578 4.37632 4.33927
C -1.29354 -4.30773 -4.14724
N 1.76999 -1.91222 -0.22526
C -2.05286 -5.23839 -3.45765
O -0.60267 -1.91881 -1.51056
C -1.85667 -3.90503 -1.44059
H 1.96216 -1.45190 -4.76794
C 1.42430 -1.97357 -3.97451
H -3.56039 -2.52726 1.23745
C -1.23758 3.32830 -1.72607
C 2.20800 2.88594 3.97724
H -0.39954 -2.82566 0.84318
N -3.69829 3.96660 -1.29577
C -1.42439 3.72729 3.89465
C -1.79619 2.82478 2.86755
H -2.80152 -4.62683 0.26547
N 0.36095 5.15880 -2.59178
C -2.59975 3.68197 -1.48799
O 3.09135 -3.87299 -0.32748
S -1.80523 0.78933 -0.91329
H 0.20711 4.42325 5.08176
H 1.91587 -2.93169 -3.79758
H -1.79148 -0.97901 -4.86301
C -1.05076 -3.69322 0.98580
C 3.06311 2.08034 3.29621
*
```

Results
**LUMO (alpha / beta)**: 1.3 / 1.6 eV
**E_tot**: -87981.3793 eV
**Orbital gap (alpha / beta)**: 6.4935 / 7.3364 eV